Computed, not measured: a 40-piece molecular cluster, H80O40 overall in a non-equilibrium geometry, with ωB97M-V/def2-TZVPD.

Results
Total energy, Eh: -3057.40383
Energy above the lowest of the compared OMol25 structures with the same formula, charge and spin, eV: 9.620
Frontier orbital gap, hartree: 0.350
E_LUMO, eV: -0.352

```
! wB97M-V def2-TZVPD RIJCOSX def2/J DEFGRID3
* xyz 0 1
O -0.386 6.301 1.313
H -3.058 1.821 3.244
H 0.493 -3.501 0.513
H 0.465 0.044 -6.151
H 6.179 -0.777 -1.433
H 0.377 6.386 0.696
H -1.658 1.974 3.749
O 4.835 2.544 -1.443
H 3.172 -3.234 -5.389
H 0.348 2.772 0.452
O -3.732 1.076 -1.496
H 4.633 -1.882 -2.745
H 1.193 0.444 2.009
H 1.723 -0.457 0.010
O 1.830 1.693 -3.521
H -2.045 -0.046 1.638
H 0.338 -2.437 -5.233
O 1.362 -1.508 4.793
O 3.044 4.299 -0.049
H -4.153 2.193 0.588
O -0.712 -5.640 -0.991
H 5.485 0.524 -1.027
O 4.789 -1.088 -3.304
H -2.304 2.904 -1.366
O 4.575 0.709 3.945
O -1.164 6.059 -1.346
O -4.258 -1.761 4.139
H 3.317 5.025 -0.576
O -0.614 -2.273 -5.164
H -3.334 0.330 -1.048
H -3.655 -0.862 -5.717
O 5.499 -0.429 -0.868
H -4.047 -4.069 0.606
H 3.591 -1.278 0.928
O -4.389 2.072 1.505
H -2.436 -0.171 5.411
H -0.920 -3.459 3.561
O -2.053 -2.998 -0.696
O 1.348 -0.424 -2.188
O 0.877 2.187 -0.079
H -0.911 -4.876 -1.551
O 3.858 -2.067 1.444
H -3.443 1.124 -2.489
H -0.953 6.264 -0.413
O -1.423 1.261 -2.975
O 0.925 4.189 -1.666
O 1.002 0.880 2.848
H -2.046 6.356 -1.547
H -5.170 -0.246 1.715
H 3.605 -3.089 -2.440
H -3.097 -0.595 0.774
H 1.809 2.550 0.063
H -5.154 -1.417 4.180
O 1.508 -4.391 -2.632
O 1.055 -0.524 0.716
O -4.668 -1.070 1.721
O 1.042 -3.854 1.210
O -2.125 1.695 2.943
O 0.059 0.560 -5.448
H -2.949 -2.908 -1.049
H -0.727 1.982 -3.118
O -5.527 0.304 -3.536
H 1.080 -3.425 2.082
H -4.216 -2.588 3.602
H 3.412 1.452 2.745
O -3.562 -1.793 -5.485
H -1.646 -5.791 -0.858
H 0.854 0.344 3.599
H 0.882 -4.957 -3.074
H -3.671 -0.535 5.563
H 0.804 0.352 -2.170
H -1.917 -2.455 0.151
H 0.660 1.329 -5.439
H 2.054 -4.981 -2.110
H -1.699 -2.227 4.173
H 2.141 -0.209 -2.675
H -5.086 -2.754 0.453
O 3.243 1.676 1.823
O 2.308 -3.125 -4.986
H 2.632 2.432 1.824
H -5.876 0.790 -2.737
H 1.888 2.563 -3.120
O -2.951 -4.497 2.416
H 3.192 -2.757 1.156
O -2.113 3.479 -0.598
H 1.672 4.460 2.998
H 4.570 -0.160 4.347
H 0.265 -0.685 0.177
H -2.914 -5.391 2.861
H 0.756 3.527 -0.962
O 0.838 4.556 3.493
H -0.699 -1.312 -5.234
O -4.607 -3.487 0.100
H 5.171 3.443 -1.637
H 5.179 0.543 3.222
H -4.037 -1.089 2.487
H -0.876 0.550 -3.363
H -5.439 -0.583 -3.226
H 5.475 1.965 -1.871
O 4.492 -3.547 -2.409
H 0.506 1.496 5.479
O -0.856 -2.666 4.132
H -1.215 3.795 -0.770
H -2.826 -1.856 -4.799
H 2.763 1.357 -3.468
H 5.637 -1.370 -3.679
O -3.260 0.324 5.472
H 0.547 3.845 4.033
H 1.237 -1.724 3.825
H 0.576 -2.259 4.793
H 2.346 -3.607 -4.174
H 1.645 2.340 6.212
H 4.732 -3.709 -1.469
H -0.057 5.768 2.036
O 0.715 2.101 6.180
O -2.269 -0.924 1.286
H 0.161 4.840 -1.562
H -2.726 -4.449 1.478
H 3.518 3.383 0.004
H -4.655 3.012 1.651
*
```

Löwdin population analysis, charges in e, atoms 1 to 2:
1 O -0.045
2 H 0.037